# 1
C2H4NP | ωB97M-V with the def2-TZVPD basis set

```
8
Properties=species:S:1:pos:R:3:forces:R:3
P -0.064 0.151 1.473 2.854 0.819 4.718
N 0.057 1.426 0.253 -2.736 -2.684 0.478
C 0.260 -0.948 -0.043 0.636 -0.091 -1.359
C -0.632 0.165 -0.207 -1.988 3.111 -7.028
H 1.260 -0.974 -0.606 -1.039 0.557 1.368
H -1.694 0.289 -0.867 2.987 -0.452 1.938
H 0.973 1.798 0.031 0.138 -0.107 -0.268
H -0.161 -1.909 -0.035 -0.853 -1.153 0.153
```
Forces are in eV/Å.

**ΔE to the lowest compared entry with this formula, charge and spin**: 362.29 kJ/mol
**Lowest unoccupied orbital energy (spin up / spin down)**: 1.2 / -2.4 eV
**Spin multiplicity**: 3
**E**: -12911.0017 eV
**M**: 73.0 g mol⁻¹
**Frontier orbital gap (spin up / spin down)**: 6.2175 / 7.4905 eV
**HOMO (spin up / spin down)**: -5.03 / -9.88 eV
**<S²>**: 2.007

=====

# 2
C25H45BrClCoP | ωB97M-V with the def2-TZVPD basis set

```
74
Properties=species:S:1:pos:R:3:forces:R:3
Br -1.973 1.018 2.368 -2.794 -0.185 0.044
Co 0.300 0.808 2.702 -0.595 -0.685 -1.204
Cl 2.455 0.664 2.617 2.411 -0.467 0.112
P 0.153 0.417 0.102 -0.316 -0.246 -1.395
C -1.919 0.324 -2.038 0.304 -0.164 -0.228
C 0.138 2.196 -0.566 -0.197 -0.700 0.338
C -1.085 -1.208 4.686 -0.274 0.049 -0.471
C -3.443 -1.713 -2.364 0.102 -0.033 0.029
C 0.342 -2.233 2.900 0.733 -0.390 -0.725
C 1.182 4.837 -1.472 -0.004 -0.128 -0.104
C -1.604 -1.738 -0.577 0.074 -0.076 -0.056
C 1.146 -0.889 -2.392 0.073 0.061 -0.148
C -3.293 -0.195 -2.477 -0.051 0.091 0.204
C 3.907 -0.973 -1.333 -0.173 -0.050 0.047
C 2.173 -1.865 -2.977 0.023 -0.021 0.129
C 0.507 3.848 -2.428 0.100 -0.018 -0.034
C 0.841 3.134 0.392 0.989 0.947 -2.511
C 0.297 2.699 2.657 0.272 1.815 3.419
C 0.669 2.390 -1.991 -0.061 0.071 -0.038
C 2.841 -0.025 -0.759 0.390 -0.063 0.180
C -0.542 -3.427 2.759 -0.538 -0.390 0.150
C 1.429 -0.592 -0.908 -0.471 0.225 0.047
C -1.860 -3.345 3.581 0.278 -0.368 -0.493
C -2.986 -2.251 -1.002 -0.101 0.102 0.100
C 0.110 -1.248 3.741 -0.305 0.552 2.227
C 3.621 -1.407 -2.777 -0.013 0.058 0.031
C 0.731 4.595 -0.041 -0.144 -0.305 0.412
C -1.700 -2.588 4.896 0.182 0.242 0.019
C -1.497 -0.214 -0.659 0.162 0.487 0.455
H 3.048 0.163 0.302 0.001 -0.001 -0.327
H -1.851 -0.552 4.234 0.380 -0.259 0.308
H 1.179 0.046 -2.972 0.018 -0.268 0.149
H -4.061 0.289 -1.861 0.041 -0.075 0.006
H 0.912 3.959 -3.439 -0.078 0.095 -0.016
H 4.295 -2.227 -3.051 0.013 0.123 -0.051
H -2.678 -2.477 5.373 0.069 -0.109 0.085
H -0.841 -2.207 -1.217 -0.172 -0.010 0.153
H 0.937 5.862 -1.765 0.100 0.047 -0.100
H 2.036 -2.842 -2.493 0.027 0.037 -0.006
H -2.202 0.207 0.081 0.138 -0.265 -0.344
H 3.840 -0.575 -3.462 -0.085 -0.031 0.085
H -0.782 -3.551 1.698 -0.051 -0.131 0.044
H -2.650 -2.915 2.940 0.279 0.099 0.398
H -0.319 4.908 0.052 -0.014 -0.053 -0.005
H 2.271 4.726 -1.525 -0.021 -0.029 -0.091
H -4.495 -1.977 -2.522 0.091 -0.061 -0.044
H -1.957 1.422 -2.035 0.049 -0.279 0.039
H 1.969 -2.013 -4.045 0.046 -0.023 0.128
H 4.891 -0.491 -1.278 -0.093 -0.092 0.011
H 0.148 -1.320 -2.534 0.350 0.156 0.009
H -0.566 4.071 -2.476 0.040 0.045 -0.032
H 0.156 1.736 -2.710 0.125 0.252 0.205
H -0.946 2.417 -0.546 0.258 0.119 -0.004
H -0.002 -4.356 3.034 0.017 0.481 -0.037
H 0.895 -0.487 3.980 -0.372 -0.993 -0.282
H 1.279 2.993 3.074 -0.241 0.554 -0.338
H 1.732 2.115 -2.007 -0.255 0.186 -0.104
H -2.975 -3.347 -1.025 -0.048 0.080 0.023
H -1.391 -2.065 0.450 -0.071 0.156 -0.192
H 2.914 0.942 -1.277 0.002 -0.247 0.126
H 1.231 -2.185 2.257 -0.225 -0.031 0.335
H 3.958 -1.868 -0.698 -0.026 0.071 -0.028
H 1.293 5.213 0.667 0.005 0.020 -0.105
H -3.724 -1.960 -0.241 0.120 0.023 -0.059
H -0.799 -0.738 5.637 0.006 -0.186 -0.148
H 1.890 2.829 0.538 -0.349 0.091 0.206
H -0.510 3.262 3.168 0.216 -0.027 -0.258
H 1.384 -1.558 -0.369 0.127 0.163 -0.090
H 0.295 3.105 1.515 0.081 -0.179 -0.325
H -1.049 -3.149 5.576 -0.112 -0.178 -0.054
H -3.475 0.121 -3.511 -0.053 -0.028 0.090
H -1.178 0.036 -2.798 -0.307 0.142 0.126
H -2.164 -4.375 3.808 -0.138 0.136 -0.105
H -2.876 -2.205 -3.166 0.055 0.072 0.081
```
Forces are in eV/Å.

**ΔE to the lowest compared entry with this formula, charge and spin**: 0.00 kJ/mol
**Lowest unoccupied orbital energy (spin up / spin down)**: 2.8 / 2.8 eV
**Spin multiplicity**: 5
**E**: -156135.3067 eV
**Total charge**: -1
**M**: 550.9 g mol⁻¹
**Frontier orbital gap (spin up / spin down)**: 5.0444 / 7.2239 eV
**HOMO (spin up / spin down)**: -2.26 / -4.45 eV
**<S²>**: 6.021

=====

> Look up the spin multiplicity of the second one.

5